Computed, not measured: a structure of composition C44H43CsFGeN7O4SSi, with ωB97M-V/def2-TZVPD.

## Properties
Kohn-Sham gap in eV: 7.40

The geometry in ORCA input format:
```
! wB97M-V def2-TZVPD RIJCOSX def2/J DEFGRID3
* xyz 0 1
Cs -0.41654 -0.92157 -0.37275
C 0.48239 -0.01294 4.44626
Si -1.30998 0.35530 3.98389
C -2.28237 0.87958 5.50154
C -2.10941 -1.21440 3.36530
N -1.25653 1.60322 2.73123
C -0.23213 2.56419 2.78310
C 0.07855 3.25923 3.95315
C 1.08529 4.20897 3.98925
C 1.80470 4.51104 2.84482
C 1.52352 3.84203 1.66516
C 0.53235 2.88395 1.66244
F 0.29888 2.20535 0.50185
H 0.63285 -1.08625 4.56772
H 0.76615 0.46080 5.38289
H 1.17407 0.34022 3.67933
H -2.18507 0.11012 6.26944
H -3.33932 0.96589 5.25341
H -1.95487 1.81689 5.94532
H -2.18322 -1.89833 4.21380
H -1.53912 -1.71909 2.58696
H -3.11054 -1.05714 2.97440
H -0.50305 3.04814 4.83749
H 1.29746 4.72793 4.91291
H 2.57965 5.26464 2.86578
H 2.05859 4.04820 0.74868
O -4.00149 -0.79922 -7.76522
C -2.70285 -0.46620 -7.85896
O -2.22307 -0.25686 -8.94422
C -1.86833 -0.42959 -6.61588
C -0.60486 0.14906 -6.73647
C 0.24594 0.20492 -5.65192
C -0.14556 -0.32930 -4.42130
C -1.40143 -0.92050 -4.29151
C -2.26046 -0.95728 -5.38563
N 0.67126 -0.18393 -3.28409
C 1.90357 -0.46598 -3.35830
C 2.84300 -0.20434 -2.23842
C 4.18220 -0.55478 -2.37811
C 5.06058 -0.25588 -1.35151
C 4.56960 0.38874 -0.22866
C 3.21476 0.69127 -0.17938
N 2.35829 0.40354 -1.14674
H -4.39426 -0.80990 -6.86608
H -0.30612 0.54641 -7.69557
H 1.20877 0.69324 -5.73684
H -1.70163 -1.34415 -3.33869
H -3.21147 -1.46046 -5.28486
H 2.34920 -0.90977 -4.25757
H 4.52244 -1.04754 -3.27796
H 6.10688 -0.51468 -1.42976
H 5.21759 0.65287 0.59389
H 2.79788 1.19926 0.68268
N -6.06217 -0.10344 -5.25955
C -5.57082 -0.62664 -4.05248
C -5.86248 -1.93064 -3.66076
C -5.22617 -2.48325 -2.56520
C -4.27052 -1.75099 -1.87125
C -4.00611 -0.44533 -2.24414
C -4.67184 0.12466 -3.31027
S -3.37100 -2.53610 -0.56156
O -4.25267 -3.52041 0.00649
O -2.93947 -1.44727 0.31437
N -2.12496 -3.07628 -1.38621
C -1.13532 -3.73740 -0.74718
N 0.00489 -3.90906 -1.45853
C 1.00214 -4.52752 -0.85077
C 0.94223 -4.96913 0.45928
C -0.24566 -4.69704 1.12294
N -1.26536 -4.09075 0.55456
H -6.90033 -0.54348 -5.61192
H -6.13795 0.90494 -5.27850
H -6.57431 -2.51760 -4.22862
H -5.43929 -3.49268 -2.24552
H -3.21278 0.12700 -1.78160
H -4.43077 1.13507 -3.61929
H 1.90505 -4.66630 -1.43906
H 1.76826 -5.47277 0.93818
H -0.36468 -4.97348 2.16604
Ge -2.53137 1.82416 1.37128
C -4.28234 1.40568 2.08799
C -5.14197 0.50852 1.46709
C -6.40541 0.26964 1.98773
C -6.82146 0.92953 3.13173
C -5.97704 1.83535 3.75302
C -4.71682 2.07316 3.23139
C -2.45758 3.70044 0.85336
C -2.35932 4.02380 -0.49655
C -2.30068 5.34558 -0.91097
C -2.33122 6.36290 0.02835
C -2.42166 6.05689 1.37756
C -2.48561 4.73564 1.78439
H -2.07752 1.05340 0.13837
H -4.81673 -0.02989 0.59004
H -7.05640 -0.44333 1.49990
H -7.80378 0.73923 3.54350
H -6.30086 2.35478 4.64515
H -4.06283 2.78079 3.72723
H -2.31285 3.22899 -1.23475
H -2.22295 5.58112 -1.96445
H -2.27925 7.39554 -0.29071
H -2.43726 6.84920 2.11360
H -2.53855 4.50720 2.84263
*
```